Entry 1:
Density functional theory data (the ωB97M-V functional and the def2-TZVPD basis) for a 2-piece molecular cluster, C2H3F2NO2 overall at a distorted geometry.

Results
E_tot = -13136.629 eV
ΔE to the lowest compared entry with this formula, charge and spin = 452.56 kJ/mol
HOMO (alpha / beta) = -9.93 / -9.93 eV
molecular weight = 111.05 g mol⁻¹
net charge = 0
gap between HOMO and LUMO (alpha / beta) = 8.6 / 8.6 eV

Geometry as XYZ:
```
10
Properties=species:S:1:pos:R:3:forces:R:3
O 1.480 1.251 -1.039 0.03 0.07 -0.18
H -1.808 -0.198 -1.044 -0.16 0.01 -0.26
F 0.882 -1.282 -1.131 0.56 0.34 0.43
N 1.333 0.700 0.028 0.69 0.42 0.01
O 1.567 1.157 1.124 0.03 0.06 0.21
C -1.622 0.012 -0.009 3.66 -0.87 0.12
C 0.715 -0.603 -0.007 -5.01 -0.60 -0.15
H -1.937 -0.705 0.724 -0.20 -0.11 0.15
F 0.903 -1.365 1.056 0.54 0.42 -0.37
H -1.513 1.034 0.298 -0.14 0.28 0.05
```
Forces are in eV/Å.

Entry 2:
Density functional theory data (the ωB97M-V functional and the def2-TZVPD basis) for a 13-piece molecular cluster, C6H34O14 overall at a distorted geometry.

Results
E_tot = -35438.821 eV
ΔE to the lowest compared entry with this formula, charge and spin = 34.75 kJ/mol
HOMO = -9.52 eV
molecular weight = 330.32 g mol⁻¹
net charge = 0
gap between HOMO and LUMO = 9.3 eV

Geometry as XYZ:
```
54
Properties=species:S:1:pos:R:3:forces:R:3
H -4.022 1.474 1.710 -0.40 -0.05 -0.03
C 0.170 1.861 0.147 -1.09 1.45 0.52
H -1.978 1.675 -0.267 0.03 0.04 0.03
H 1.519 -0.453 -3.264 -0.03 -0.09 -0.23
H 1.664 -0.357 -1.071 0.03 -0.40 0.04
O -1.578 2.827 -2.591 0.03 -0.49 0.87
H 0.717 1.916 -4.609 -0.35 0.70 0.31
O 0.599 -0.577 -3.008 -0.27 -0.12 0.45
C -2.231 -0.698 -1.482 0.94 -1.21 1.10
O 3.853 -1.157 -2.200 0.19 -0.42 0.08
H -0.822 2.131 -4.032 0.91 0.49 0.23
H 1.725 3.336 0.620 0.03 -0.93 -0.45
H -1.027 -2.995 1.794 0.13 0.13 -0.06
H 0.064 0.100 -3.483 0.57 0.04 -0.05
H -1.426 -2.747 3.228 0.06 0.15 0.09
H 0.674 1.350 -0.661 -0.20 -0.14 0.06
H 3.572 0.009 0.044 1.60 0.18 -0.28
O -1.753 1.513 4.101 0.25 -0.16 -0.01
H 1.829 0.854 2.956 0.02 0.26 0.16
O 0.772 -3.329 -0.527 -0.83 -0.43 -0.59
H 1.849 -1.391 0.115 0.39 0.51 -0.23
H -2.407 2.333 -2.613 -0.24 0.18 -0.30
O 2.039 -0.476 -0.185 -0.63 -0.38 0.48
O 0.869 0.855 2.878 0.13 -0.63 0.26
C -2.317 -0.905 0.033 -0.45 1.11 -0.93
O -0.182 1.591 -4.538 -0.39 -1.20 -0.61
H -1.306 -0.398 1.754 0.06 0.49 0.28
H 0.726 0.127 2.258 -0.14 0.08 -0.03
H -0.254 -0.588 0.428 0.00 0.72 -0.23
H -3.473 1.257 3.067 -0.09 -0.17 0.47
H 2.566 -2.996 2.160 0.04 0.10 -0.17
C 0.760 2.847 0.798 0.30 1.79 -0.19
H 4.179 -1.472 -1.332 -0.29 0.27 -0.75
H -0.965 1.332 3.566 0.13 0.11 -0.09
H 0.239 3.500 1.501 -0.34 -0.72 0.23
C -1.266 1.453 0.527 1.30 -1.29 -0.19
O 2.674 -2.807 1.219 -0.24 -0.40 0.23
O 4.539 0.356 0.005 -1.86 -0.02 0.41
O -0.892 -2.372 2.517 -0.05 -0.60 0.21
H 4.367 1.233 0.366 0.54 0.16 0.00
H 4.115 -0.231 -2.193 0.19 -0.03 0.19
O -4.282 1.092 2.558 0.54 0.20 -0.37
H 0.273 -4.150 -0.434 0.08 -0.05 0.12
H 0.494 -3.040 -1.410 0.27 0.37 0.15
H -1.163 2.318 -1.857 0.11 0.79 -0.74
O -1.843 -1.920 -1.959 -0.13 1.04 -1.32
H -1.642 1.932 1.448 0.50 0.00 -0.44
H -1.458 1.227 4.972 -0.28 0.08 0.03
H 2.006 -3.351 0.759 0.52 0.37 0.21
H -2.186 -1.991 0.152 -0.24 0.62 0.40
C -1.186 -0.087 0.722 -1.37 -1.07 0.16
H -1.586 -1.744 -2.884 0.04 -0.33 0.03
O -2.297 0.296 -2.166 -0.37 -0.84 0.30
H -3.311 -0.566 0.365 0.32 -0.23 0.17
```
Forces are in eV/Å.

Entry 3:
Density functional theory data (the ωB97M-V functional and the def2-TZVPD basis) for a 2-piece molecular cluster, C22H29F2N2 overall at a distorted geometry.

Results
E_tot = -31691.185 eV
ΔE to the lowest compared entry with this formula, charge and spin = 31.83 kJ/mol
HOMO = -9.77 eV
molecular weight = 359.48 g mol⁻¹
net charge = +1
gap between HOMO and LUMO = 3.6 eV

Geometry as XYZ:
```
55
Properties=species:S:1:pos:R:3:forces:R:3
H 2.347 3.491 1.881 -0.02 -0.12 0.23
C 1.472 3.010 2.326 0.30 -0.77 0.05
C 1.205 -1.523 -0.364 0.63 -2.08 0.00
C 4.746 -1.782 -2.852 -0.44 0.25 0.19
N -3.317 3.328 1.498 -0.28 -0.76 0.26
H -3.529 -5.804 -0.702 0.17 0.27 -0.07
H -5.273 2.961 2.125 0.31 0.31 0.16
H -3.900 3.914 -0.462 0.03 -0.26 0.05
C 3.493 -2.219 -3.289 -0.52 -0.53 -0.77
H 6.294 -2.755 -4.036 -0.31 0.23 0.12
H 1.426 1.890 0.418 0.12 0.02 0.18
C 0.303 3.968 2.476 -0.41 -0.28 -0.39
C -1.271 -4.194 -1.369 0.41 -0.46 -1.11
C -3.622 3.014 0.128 0.01 0.13 -0.27
H 6.751 -1.219 -3.280 -0.22 -0.20 -0.14
C 2.331 -2.109 -2.545 0.24 -0.26 0.27
C -2.081 4.042 1.729 -0.27 -0.27 -0.35
H -4.199 -4.339 -1.433 0.35 -0.04 0.07
C 0.104 -2.427 -0.391 -0.37 -0.57 0.14
C -3.616 -4.717 -0.582 -0.41 -0.13 0.46
H -1.065 1.340 0.935 0.41 0.69 0.58
H 1.736 2.602 3.310 0.14 0.13 -0.26
H -4.203 -4.520 0.321 0.03 -0.12 -0.19
C 2.370 -1.612 -1.203 0.68 0.17 -0.74
H 1.245 0.851 1.828 -0.14 0.21 0.24
H -0.689 -1.737 1.519 -0.30 0.16 -0.57
H 3.805 -1.047 0.348 -0.16 0.28 -0.54
F -1.488 -5.077 -2.405 0.44 0.78 1.31
C -2.306 -4.022 -0.446 0.16 0.78 -0.12
C -0.063 -3.522 -1.314 -0.20 0.10 0.12
F 3.424 -2.793 -4.540 -0.06 0.78 1.33
C 5.924 -1.752 -3.769 0.68 0.17 -0.06
C 3.676 -1.263 -0.721 -0.42 0.14 0.60
N -0.450 2.070 1.307 -0.64 -0.34 -1.31
H 1.252 -0.869 0.501 0.01 0.16 -0.09
C -2.053 -3.097 0.591 -0.32 -0.31 0.01
H 5.714 -1.225 -4.714 -0.16 -0.27 0.37
H -2.742 2.557 -0.349 -0.32 0.10 0.04
C 0.967 1.842 1.420 0.26 0.40 -0.37
H 1.396 -2.463 -2.961 0.20 0.42 -0.31
H -4.886 4.703 1.995 0.07 -0.24 0.05
H 0.377 4.791 1.752 -0.05 -0.13 0.21
H 5.794 -1.028 -1.141 -0.66 -0.16 -0.01
H -4.217 3.745 3.346 -0.13 -0.07 -0.32
H -1.309 2.675 3.121 0.15 0.18 -0.34
C -4.476 3.709 2.277 -0.07 0.27 0.03
H 0.217 4.374 3.488 0.12 0.10 -0.22
H -4.468 2.307 0.101 0.34 0.21 -0.12
H -2.255 4.731 2.571 0.28 -0.07 -0.27
C 4.805 -1.327 -1.520 0.18 -0.12 -0.20
H -2.830 -2.994 1.358 0.52 0.04 -0.23
C -0.942 3.111 2.156 -0.21 0.58 1.98
H -1.798 4.641 0.844 0.02 -0.07 0.17
H 0.770 -3.888 -1.909 -0.44 0.19 -0.12
C -0.898 -2.346 0.631 0.29 0.41 0.27
```
Forces are in eV/Å.

Entry 4:
Density functional theory data (the ωB97M-V functional and the def2-TZVPD basis) for a 4-piece molecular cluster, C6H15NO4 overall at a distorted geometry.

Results
E_tot = -16142.078 eV
ΔE to the lowest compared entry with this formula, charge and spin = 0.00 kJ/mol
HOMO (alpha / beta) = 0.42 / -5.67 eV
molecular weight = 165.19 g mol⁻¹
net charge = -1
spin multiplicity = 2
gap between HOMO and LUMO (alpha / beta) = 2.9 / 8.9 eV

Geometry as XYZ:
```
26
Properties=species:S:1:pos:R:3:forces:R:3
H -2.360 3.358 1.888 -0.41 0.26 0.35
C 1.160 0.038 -0.895 1.12 0.36 0.96
H -0.730 -3.720 -0.899 0.04 0.81 0.78
O -0.931 -3.100 -0.153 -0.99 -1.60 -0.77
H 0.848 -0.645 3.855 0.32 -0.40 0.94
H 1.245 0.941 -2.928 0.32 0.17 0.57
O 4.141 0.248 -2.943 -1.18 0.09 0.67
C 0.673 1.260 -0.199 0.31 1.51 1.33
H -3.397 -1.531 0.529 -0.83 -1.04 -0.64
C -0.403 2.012 -0.357 -1.79 -1.82 -1.56
H 1.788 -0.689 -2.910 -0.11 0.34 0.66
H -1.823 -3.451 0.126 0.96 0.94 0.05
O 0.428 -0.583 3.013 -0.13 0.93 -1.07
H 1.231 1.503 0.690 0.21 0.05 0.40
H -1.076 1.773 -1.190 0.29 0.01 -0.27
H 1.942 -0.277 -0.131 -0.70 -0.37 -1.34
H 0.040 -1.426 2.785 -0.22 -0.47 0.04
N -1.058 2.930 0.439 0.12 0.76 1.32
H 3.573 1.176 -1.302 -0.16 0.19 0.57
H -2.154 1.517 1.553 0.22 0.24 -0.02
H 0.374 -0.695 -0.855 -0.26 -0.56 -0.34
C 1.792 0.234 -2.278 0.26 -1.18 -0.87
H -3.076 -1.740 1.805 0.03 -0.79 1.28
C 3.261 0.572 -2.155 0.82 0.16 -1.34
O -3.600 -2.270 1.172 0.82 1.70 -0.69
C -1.889 2.565 1.339 0.93 -0.29 -1.01
```
Forces are in eV/Å.

Entry 5:
Density functional theory data (the ωB97M-V functional and the def2-TZVPD basis) for a 2-piece molecular cluster, C35H30O6S2 overall at a distorted geometry.

Results
E_tot = -70732.470 eV
ΔE to the lowest compared entry with this formula, charge and spin = 22.68 kJ/mol
HOMO = -6.72 eV
molecular weight = 610.75 g mol⁻¹
net charge = 0
gap between HOMO and LUMO = 4.5 eV

Geometry as XYZ:
```
73
Properties=species:S:1:pos:R:3:forces:R:3
C 1.636 2.342 0.087 0.83 0.63 -0.13
C -4.650 2.870 -0.011 -0.37 -0.48 -0.09
S 0.993 -1.662 -1.361 -0.09 -0.92 1.80
H -1.525 -6.281 3.269 0.11 0.07 -0.26
C -0.811 2.543 0.481 -0.01 0.16 0.29
C -1.730 4.603 1.460 -0.76 0.05 0.13
H -1.475 -1.663 -5.610 0.26 -0.13 0.07
H -2.270 1.159 -0.358 0.15 0.15 -0.06
C 1.285 -3.556 -4.937 -0.02 0.23 0.02
C -0.619 -2.069 -5.070 0.22 0.01 0.15
H 1.551 -1.021 1.412 -0.22 0.10 0.16
H -2.740 -1.232 1.112 0.38 -0.03 0.27
C 1.880 3.705 -0.277 -0.63 -0.36 0.31
C 0.353 -5.200 0.056 0.21 -0.01 0.07
C 4.213 3.539 0.312 -0.40 0.25 0.28
H 2.381 -3.514 -3.068 -0.20 0.05 -0.04
C 5.634 5.478 0.484 -0.07 -0.47 -0.11
H 3.256 5.353 -0.444 -0.12 -0.48 0.04
C 1.550 -3.109 -3.639 -0.42 -0.03 0.24
O 1.552 -0.329 -1.521 0.06 0.25 0.36
H -1.629 5.561 1.959 0.09 -0.22 0.04
H 6.654 5.630 0.839 -0.21 0.12 -0.10
H 1.050 4.305 -0.655 0.22 -0.22 0.06
H 4.894 1.590 0.903 -0.26 0.07 -0.07
H 1.713 -6.814 0.476 -0.25 0.10 0.07
C -5.200 4.233 0.427 -0.31 0.37 0.15
H 0.303 4.043 1.619 -0.20 -0.17 -0.11
C 0.158 -6.662 1.971 -0.12 0.20 0.02
H -4.785 2.706 -1.084 0.06 0.05 0.15
C -0.828 -0.241 3.734 0.15 -0.02 -0.01
O -2.799 -2.900 -0.225 0.31 -0.43 0.22
H -5.173 2.054 0.503 0.17 0.10 -0.06
H -2.387 -4.384 1.887 0.25 -0.02 0.03
O -4.106 4.978 1.076 0.68 -1.23 -0.19
C -3.205 2.950 0.369 0.69 0.55 0.28
O -1.105 -3.646 -1.880 -0.24 0.09 -0.04
H -5.546 4.830 -0.425 0.14 -0.04 0.30
H 5.544 5.788 -0.568 0.05 -0.09 0.31
O 1.830 -2.697 -0.755 0.33 0.60 -0.65
C -0.756 -4.470 0.489 -0.44 -0.17 0.27
C -0.497 -1.565 -0.335 -0.91 -2.26 -1.96
C -3.000 4.194 1.016 -0.06 0.22 -0.64
C -0.378 -1.640 -3.765 0.08 -0.07 -0.16
C 0.313 1.779 0.090 0.03 1.00 0.28
S -1.407 -3.131 -0.561 0.58 0.62 -0.44
H -2.947 -0.660 3.489 0.22 0.15 -0.06
C 3.122 4.300 -0.179 0.73 -0.15 0.25
C 0.566 -0.835 1.840 -0.31 0.05 -0.51
H 1.304 0.053 3.649 -0.04 -0.21 0.04
H 0.167 0.771 -0.274 0.02 -0.04 0.02
H 0.508 -7.524 2.538 -0.07 0.25 -0.06
H 1.918 -4.334 -5.371 -0.16 0.32 0.07
C -0.570 -1.152 1.057 0.32 0.50 0.91
C -1.459 -4.888 1.622 0.26 0.16 0.04
H -0.933 0.107 4.762 0.13 -0.03 -0.24
C -1.842 -1.031 1.698 0.18 0.10 -0.54
C -0.984 -5.968 2.375 -0.05 0.00 -0.17
O 5.431 4.055 0.618 -0.66 0.11 -0.40
H 0.838 -4.954 -0.883 -0.07 0.13 0.22
C -0.674 3.760 1.232 0.29 -0.09 -0.37
C 0.829 -6.273 0.814 -0.30 0.20 -0.14
H 2.668 0.525 0.638 0.03 0.23 0.01
H -1.035 -0.919 -3.282 0.10 -0.19 -0.10
C 0.684 -2.186 -3.048 -0.30 0.03 -0.38
C 0.210 -3.032 -5.658 -0.06 0.10 0.26
H 0.008 -3.375 -6.673 0.05 0.04 0.29
H 4.922 6.042 1.105 0.18 -0.19 -0.13
C 4.028 2.162 0.574 0.31 0.52 0.00
H -6.010 4.147 1.162 0.27 0.09 -0.22
C -1.961 -0.651 3.024 0.42 0.04 -0.12
C -2.127 2.128 0.120 -0.37 -0.07 0.14
C 0.427 -0.306 3.118 -0.41 0.05 0.33
C 2.789 1.587 0.450 -0.47 -0.28 -0.41
```
Forces are in eV/Å.

Look up the net charge of the second one.
0

Which of these has the highest net charge?
C22H29F2N2

Which of these has the lowest E_tot?
C35H30O6S2

What is the formula in the third record?
C22H29F2N2